Formula: C23H26F3N3O2
Source: the OMol25 dataset
Level of theory: the ωB97M-V functional and the def2-TZVPD basis

Last columns: bonded neighbours and bond lengths (Å).
Geometry (Å):
1 C -1.28 6.27 0.21  C2 1.530, H32 1.087, H33 1.087, H34 1.087
2 C -0.06 5.57 -0.39  C1 1.530, C3 1.500, H35 1.091, H36 1.091
3 C 0.01 4.15 0.07  C2 1.500, C4 1.390, C31 1.389
4 C 0.67 3.82 1.25  C3 1.390, C5 1.381, H37 1.080
5 C 0.70 2.52 1.71  C4 1.381, C6 1.387, H38 1.079
6 C 0.06 1.52 0.99  C5 1.387, N7 1.429, C30 1.387
7 N 0.13 0.17 1.43  C6 1.429, C8 1.333, C14 1.473
8 C -0.81 -0.43 2.16  N7 1.333, O9 1.217, C10 1.549
9 O -0.82 -1.61 2.46  C8 1.217
10 C -1.96 0.49 2.65  C8 1.549, F11 1.331, F12 1.342, F13 1.344
11 F -2.79 -0.19 3.44  C10 1.331
12 F -1.51 1.54 3.37  C10 1.342
13 F -2.69 0.98 1.64  C10 1.344
14 C 1.25 -0.66 0.96  N7 1.473, C15 1.552, C24 1.503, H39 1.097
15 C 0.82 -1.32 -0.38  C14 1.552, O16 1.211, N17 1.340
16 O 1.10 -0.87 -1.47  C15 1.211
17 N 0.07 -2.41 -0.17  C15 1.340, C18 1.450, H40 1.013
18 C -0.58 -3.14 -1.24  N17 1.450, C19 1.539, C23 1.527, H41 1.094
19 C -2.10 -2.87 -1.22  C18 1.539, C20 1.532, H42 1.091, H43 1.093
20 C -2.89 -4.04 -1.81  C19 1.532, C21 1.525, H44 1.091, H45 1.091
21 C -2.08 -4.71 -2.92  C20 1.525, C22 1.534, H46 1.091, H47 1.091
22 C -0.83 -5.38 -2.35  C21 1.534, C23 1.533, H48 1.091, H49 1.091
23 C -0.31 -4.64 -1.11  C18 1.527, C22 1.533, H50 1.091, H51 1.092
24 C 2.52 0.15 0.86  C14 1.503, C25 1.391, C29 1.390
25 C 3.50 0.00 1.85  C24 1.391, C26 1.386, H52 1.080
26 C 4.64 0.77 1.77  C25 1.386, N27 1.321, H53 1.082
27 N 4.87 1.64 0.80  C26 1.321, C28 1.321
28 C 3.95 1.77 -0.14  N27 1.321, C29 1.387, H54 1.082
29 C 2.76 1.06 -0.16  C24 1.390, C28 1.387, H55 1.076
30 C -0.60 1.83 -0.19  C6 1.387, C31 1.382, H56 1.079
31 C -0.62 3.14 -0.64  C3 1.389, C30 1.382, H57 1.080
32 H -1.22 6.25 1.30  C1 1.087
33 H -1.33 7.30 -0.12  C1 1.087
34 H -2.19 5.76 -0.08  C1 1.087
35 H -0.13 5.60 -1.48  C2 1.091
36 H 0.85 6.10 -0.09  C2 1.091
37 H 1.17 4.59 1.82  C4 1.080
38 H 1.21 2.27 2.63  C5 1.079
39 H 1.38 -1.45 1.70  C14 1.097
40 H -0.20 -2.66 0.77  N17 1.013
41 H -0.14 -2.77 -2.17  C18 1.094
42 H -2.30 -1.96 -1.79  C19 1.091
43 H -2.42 -2.69 -0.19  C19 1.093
44 H -3.84 -3.68 -2.20  C20 1.091
45 H -3.10 -4.78 -1.04  C20 1.091
46 H -2.69 -5.46 -3.43  C21 1.091
47 H -1.80 -3.96 -3.66  C21 1.091
48 H -0.05 -5.40 -3.11  C22 1.091
49 H -1.05 -6.41 -2.07  C22 1.091
50 H 0.76 -4.81 -0.98  C23 1.091
51 H -0.81 -5.00 -0.21  C23 1.092
52 H 3.36 -0.70 2.66  C25 1.080
53 H 5.42 0.68 2.52  C26 1.082
54 H 4.18 2.49 -0.92  C28 1.082
55 H 2.05 1.20 -0.96  C29 1.076
56 H -1.08 1.05 -0.76  C30 1.079
57 H -1.14 3.37 -1.56  C31 1.080

Calculated values
Energy, eV: -40992.4934
Molar mass, g mol⁻¹: 433.47
SMILES: CCc1ccc(N(C(=O)C(F)(F)F)[C@@H](C(=O)NC2CCCCC2)c2ccncc2)cc1
F_max, eV/A: 0.8
E_HOMO, eV: -9.4

These are the natural (NBO) partial charges, in e, on atoms 1 to 4: -0.59 -0.42 0.02 -0.21